Here is a structure of composition C24H35BrF6IrN7O3P3S in a non-equilibrium geometry from the OMol25 dataset. Energies are from ωB97M-V/def2-TZVPD.

Values from the calculation:
net charge	+2
F_max	1.43	eV Å⁻¹
spin multiplicity	6
ΔE to the lowest compared entry with this formula, charge and spin	47.0	kJ/mol
LUMO level (alpha / beta)	-5.4 / -8.0	eV
gap between HOMO and LUMO (alpha / beta)	6.57 / 5.47	eV
highest occupied orbital energy (alpha / beta)	-0.43912 / -0.49559	Eh
calculated total energy	-6244.07251	hartree

Cartesian coordinates (Å):
Ir 0.0004 1.3744 1.0011
C -0.7926 -1.7534 -4.7941
N -0.4980 -0.4594 -4.1724
C -0.4609 0.6846 -5.0962
P 0.0872 -0.2756 -2.6726
O -0.0642 1.0355 -2.0525
O -0.4443 -1.5190 -1.8620
P -1.3097 -1.5448 -0.4382
O -0.9252 -0.4269 0.4820
N -2.8851 -1.4332 -0.7819
C -3.6025 -0.1580 -0.7419
C -3.5779 -2.4912 -1.5201
N -0.9848 -3.0441 0.0372
C -1.5932 -3.4974 1.2953
C 0.0198 -3.9685 -0.4942
N 1.7815 -0.6298 -2.8999
C 2.7010 0.4705 -3.0545
C 2.2690 -1.9557 -3.1985
H 0.0026 -2.0429 -5.4848
H -1.7203 -1.6615 -5.3581
H -0.9185 -2.5246 -4.0390
H 0.3271 0.5556 -5.8404
H -0.3031 1.6081 -4.5442
H -1.4197 0.7459 -5.6100
H -3.0823 0.5480 -0.1027
H -4.5993 -0.3254 -0.3347
H -3.7056 0.2650 -1.7452
H -3.0514 -3.4366 -1.4148
H -3.6576 -2.2418 -2.5815
H -4.5834 -2.6054 -1.1169
H -2.4847 -2.9127 1.5215
H -0.8863 -3.4063 2.1207
H -1.8892 -4.5405 1.1860
H 0.4298 -3.6036 -1.4270
H -0.4584 -4.9329 -0.6698
H 0.8352 -4.0946 0.2175
H 2.1768 1.4190 -2.9878
H 3.2407 0.3654 -3.9989
H 3.4322 0.3970 -2.2398
H 1.5062 -2.7039 -3.0133
H 3.1376 -2.1500 -2.5648
H 2.5948 -1.9858 -4.2438
N 2.1955 0.7131 4.4653
C 1.4562 -0.4310 4.7407
C 1.6058 -1.4230 5.7043
C 0.6366 -2.4018 5.7287
C -0.4518 -2.3904 4.8364
C -0.5892 -1.4101 3.8794
C 0.3969 -0.4287 3.8304
N 0.5207 0.6884 3.0186
C 1.5986 1.3344 3.4402
C 1.8672 2.6210 2.8126
C 2.4616 3.7714 3.3067
S 2.1218 5.1335 2.3437
C 1.0986 4.1358 1.2059
N 1.2126 2.7760 1.6679
H 3.0622 0.9824 4.9027
H 2.4299 -1.4255 6.4043
H 0.7040 -3.1916 6.4639
H -1.2010 -3.1663 4.9197
H -1.4300 -1.3767 3.2008
H 3.0353 3.8631 4.2156
H 1.4976 4.2430 0.1936
Br -2.6575 7.2956 -0.8289
C -1.9918 5.6476 -0.1988
C -2.6367 4.4709 -0.6020
C -2.0661 3.2071 -0.2532
C -0.9940 3.1099 0.5588
C -0.4247 4.3554 1.2154
C -0.9021 5.6372 0.6172
H -3.5202 4.5205 -1.2204
H -2.4945 2.3220 -0.7004
H -0.7124 4.3375 2.2837
H -0.4374 6.5650 0.9257
F 1.9219 0.5789 -0.0298
P 2.9042 -0.7955 0.3374
F 1.8396 -1.1752 1.4781
F 1.9732 -1.6012 -0.7345
F 3.7887 -2.0598 0.6250
F 3.8420 -0.3160 -0.8805
F 3.6947 0.1396 1.3612

Charges in e, computed with Mulliken, in the same order as the atoms: number 1, Ir, carries 2.23; number 2, C, carries -0.86; number 3, N, carries 0.47; number 4, C, carries -0.98; number 5, P, carries 0.49; number 6, O, carries -0.94; number 7, O, carries -0.02; number 8, P, carries 0.36; number 9, O, carries -1.11; number 10, N, carries 0.24; number 11, C, carries -1.03; number 12, C, carries -1.06; number 13, N, carries 0.48; number 14, C, carries -1.21; number 15, C, carries -0.59; number 16, N, carries 0.58; number 17, C, carries -0.83; number 18, C, carries -0.81; number 19, H, carries 0.29; number 20, H, carries 0.38; number 21, H, carries 0.17; number 22, H, carries 0.34; number 23, H, carries 0.27; number 24, H, carries 0.38; number 25, H, carries 0.15; number 26, H, carries 0.51; number 27, H, carries 0.31; number 28, H, carries 0.33; number 29, H, carries 0.32; number 30, H, carries 0.35; number 31, H, carries 0.41; number 32, H, carries 0.27; number 33, H, carries 0.40; number 34, H, carries -0.07; number 35, H, carries 0.41; number 36, H, carries 0.27; number 37, H, carries 0.32; number 38, H, carries 0.46; number 39, H, carries 0.23; number 40, H, carries 0.10; number 41, H, carries 0.36; number 42, H, carries 0.41; number 43, N, carries 0.05; number 44, C, carries 1.01; number 45, C, carries -1.14; number 46, C, carries -0.56; number 47, C, carries -0.74; number 48, C, carries -1.05; number 49, C, carries 0.29; number 50, N, carries -0.25; number 51, C, carries 0.25; number 52, C, carries -0.03; number 53, C, carries -0.52; number 54, S, carries -0.09; number 55, C, carries -0.29; number 56, N, carries -0.14; number 57, H, carries 0.25; number 58, H, carries 0.45; number 59, H, carries 0.42; number 60, H, carries 0.46; number 61, H, carries 0.79; number 62, H, carries 0.43; number 63, H, carries 0.43; number 64, Br, carries -0.15; number 65, C, carries -0.17; number 66, C, carries -0.97; number 67, C, carries 0.70; number 68, C, carries -0.49; number 69, C, carries 1.09; number 70, C, carries -0.97; number 71, H, carries 0.49; number 72, H, carries 0.24; number 73, H, carries 0.17; number 74, H, carries 0.49; number 75, F, carries -0.60; number 76, P, carries 1.17; number 77, F, carries -0.26; number 78, F, carries -0.31; number 79, F, carries -0.38; number 80, F, carries -0.50; number 81, F, carries -0.36

=====

Here is a cluster of 2 separate species, C24H35Cl2N3O4S in total in a non-equilibrium geometry from the OMol25 dataset. Energies are from ωB97M-V/def2-TZVPD.

Values from the calculation:
F_max	8.21	eV Å⁻¹
LUMO level	-1.0	eV
gap between HOMO and LUMO	7.42	eV
highest occupied orbital energy	-0.30951	Eh
calculated total energy	-2718.90619	hartree

Cartesian coordinates (Å):
C -3.6454 2.1492 -4.2015
C -2.3123 2.8298 -3.5565
C -1.1724 1.7214 -3.3040
N -1.0252 1.2891 -1.8815
C -2.1788 1.4516 -0.8991
O -2.3634 2.4967 -0.2085
O -3.0268 0.3384 -0.8412
C 0.0920 0.7069 -1.4316
N 1.3426 0.3835 -2.1480
C 2.1629 1.5231 -2.6636
C 2.3770 1.5572 -4.2480
O 3.0775 2.5292 -4.7035
C 1.8214 0.5262 -5.3175
C 0.6684 -0.4990 -5.1250
C 0.1775 -1.4989 -6.2509
C 0.8359 -1.4686 -7.6663
C 1.9724 -0.4073 -7.8932
C 2.4828 0.5642 -6.7602
C 2.1508 -0.4909 -1.2428
C 1.7527 0.2065 0.1760
C 2.3976 -0.6347 1.3790
S 2.4242 0.3424 2.9947
C 2.7381 -0.8224 4.4051
C 1.5998 -1.9486 4.6160
N 0.2707 0.2350 -0.0187
C -0.4228 -1.0237 0.3354
Cl -0.5768 -2.4875 -0.7585
C -1.0315 -1.1416 1.6332
C -1.7428 -2.5331 2.0304
Cl -1.0566 0.1812 2.8818
H -4.5372 2.8735 -4.1332
H -3.8630 1.1086 -3.7734
H -3.4144 2.0540 -5.3365
H -2.5333 3.5094 -2.6642
H -1.9037 3.5277 -4.3904
H -0.2139 2.0976 -3.7989
H -1.4999 0.7790 -3.8970
H 1.6497 2.4992 -2.3100
H 3.2189 1.5550 -2.1850
H 0.1161 -0.5700 -4.1320
H -0.6611 -2.2371 -5.9845
H 0.4640 -2.2069 -8.4499
H 2.4473 -0.3454 -8.9321
H 3.3129 1.3076 -7.0086
H 2.0009 -1.6184 -1.3566
H 3.2924 -0.3948 -1.2262
H 2.2463 1.2383 0.2218
H 1.9693 -1.6880 1.5168
H 3.5172 -0.7820 1.1059
H 3.7432 -1.3942 4.3097
H 2.7723 -0.1999 5.3666
H 0.5262 -1.5144 4.6342
H 1.7718 -2.4043 5.6555
H 1.6846 -2.8249 3.8646
H -2.0033 -2.5559 3.1528
H -0.9306 -3.3500 1.8779
H -2.6192 -2.8084 1.3509
C -1.2974 -0.0131 8.5081
C -1.2467 -0.3993 7.0382
C -2.2026 0.4449 6.2102
O -1.5882 -1.7772 6.8979
H -2.2998 -0.1714 8.9192
H -0.6140 -0.6356 9.0926
H -1.0237 1.0357 8.6505
H -0.2270 -0.2768 6.6609
H -3.2367 0.3029 6.5411
H -2.1632 0.1480 5.1589
H -1.9557 1.5075 6.2836
H -2.4889 -1.8961 7.2290

Charges in e, computed with natural (NBO), in the same order as the atoms: number 1, C, carries -0.63; number 2, C, carries -0.43; number 3, C, carries -0.23; number 4, N, carries -0.39; number 5, C, carries 0.83; number 6, O, carries -0.63; number 7, O, carries -0.74; number 8, C, carries 0.75; number 9, N, carries -0.48; number 10, C, carries -0.32; number 11, C, carries 0.54; number 12, O, carries -0.54; number 13, C, carries -0.18; number 14, C, carries -0.18; number 15, C, carries -0.23; number 16, C, carries -0.20; number 17, C, carries -0.23; number 18, C, carries -0.15; number 19, C, carries -0.25; number 20, C, carries -0.04; number 21, C, carries -0.54; number 22, S, carries 0.17; number 23, C, carries -0.53; number 24, C, carries -0.64; number 25, N, carries -0.48; number 26, C, carries 0.09; number 27, Cl, carries -0.02; number 28, C, carries 0.05; number 29, C, carries -0.67; number 30, Cl, carries 0.03; number 31, H, carries 0.23; number 32, H, carries 0.24; number 33, H, carries 0.20; number 34, H, carries 0.26; number 35, H, carries 0.21; number 36, H, carries 0.23; number 37, H, carries 0.23; number 38, H, carries 0.25; number 39, H, carries 0.25; number 40, H, carries 0.23; number 41, H, carries 0.24; number 42, H, carries 0.24; number 43, H, carries 0.23; number 44, H, carries 0.25; number 45, H, carries 0.24; number 46, H, carries 0.22; number 47, H, carries 0.23; number 48, H, carries 0.24; number 49, H, carries 0.23; number 50, H, carries 0.21; number 51, H, carries 0.24; number 52, H, carries 0.23; number 53, H, carries 0.22; number 54, H, carries 0.21; number 55, H, carries 0.25; number 56, H, carries 0.23; number 57, H, carries 0.26; number 58, C, carries -0.63; number 59, C, carries 0.09; number 60, C, carries -0.64; number 61, O, carries -0.72; number 62, H, carries 0.20; number 63, H, carries 0.22; number 64, H, carries 0.21; number 65, H, carries 0.17; number 66, H, carries 0.20; number 67, H, carries 0.23; number 68, H, carries 0.21; number 69, H, carries 0.46